The following is a DFT calculation (ωB97M-V with the def2-TZVPD basis set) of one molecule with the formula C7H8O3S.

Properties
gap between HOMO and LUMO (alpha / beta): 0.2581 / 0.2648 hartree
expectation value of S²: 2.011
HOMO level (alpha / beta): -6.4 / -10.4 eV
LUMO level (alpha / beta): 0.60 / -3.19 eV

The geometry in ORCA input format:
```
! RIJCOSX wB97M-V def2-TZVPD def2/J DEFGRID3
* xyz 0 3
C 0.327 2.105 -0.342
C -0.755 1.340 -0.243
C -0.582 -0.098 0.051
C 0.611 -0.519 0.318
C -2.237 1.172 -0.131
C -2.097 -0.294 -0.116
C 1.384 -2.069 0.580
O 2.525 0.470 -1.056
O 2.389 1.396 1.277
O 1.732 -2.665 -0.608
S 1.738 0.874 0.072
H 0.490 3.125 -0.265
H -2.720 1.451 0.855
H -2.677 1.808 -0.833
H -2.173 -0.662 -1.161
H -2.638 -1.071 0.551
H 0.863 -2.580 1.278
H 2.166 -1.697 1.165
H 1.653 -2.086 -1.391
*
```

---

The following is a DFT calculation (ωB97M-V with the def2-TZVPD basis set) of one molecule with the formula C7H8O4.

Properties
gap between HOMO and LUMO: 0.3982 hartree
HOMO level: -10.4 eV
SMILES string: O=C1C=C[C@]2(CCOCO2)O1
LUMO level: 0.40 eV

The geometry in ORCA input format:
```
! RIJCOSX wB97M-V def2-TZVPD def2/J DEFGRID3
* xyz 0 1
C -2.329 -0.707 -0.083
C -0.240 0.234 0.271
C 0.708 0.864 -0.795
C 1.759 -0.162 -1.079
C 1.544 -1.075 1.075
C -1.375 1.222 0.671
C -2.552 0.711 0.364
H 1.108 1.774 -0.401
H 0.125 1.092 -1.697
H 2.579 0.155 -1.758
H 1.294 -1.014 -1.563
H 1.079 -2.040 0.690
H 2.157 -1.254 1.967
H -1.166 2.193 1.076
H -3.512 1.203 0.404
O -3.072 -1.622 -0.325
O -0.985 -0.787 -0.334
O 2.417 -0.573 0.113
O 0.461 -0.214 1.406
*
```

---

The following is a DFT calculation (ωB97M-V with the def2-TZVPD basis set) of one molecule with the formula C7H8S.

Properties
gap between HOMO and LUMO: 0.3011 hartree
HOMO level: -8.0 eV
SMILES string: C#C/C(=C/C=C)SC
LUMO level: 0.20 eV

The geometry in ORCA input format:
```
! RIJCOSX wB97M-V def2-TZVPD def2/J DEFGRID3
* xyz 0 1
C 1.312 1.019 2.325
C -0.005 -0.274 0.250
C -0.515 -0.327 -1.012
C -0.059 0.371 -2.203
C -0.545 0.044 -3.434
C -0.695 -0.957 1.284
C -1.174 -1.539 2.230
H 0.825 0.273 2.955
H 2.288 1.250 2.653
H 0.664 1.894 2.358
H -1.429 -0.903 -1.095
H 0.704 1.151 -2.051
H -0.108 0.494 -4.311
H -1.235 -0.791 -3.599
H -1.581 -2.099 3.022
S 1.554 0.396 0.629
*
```

---

The following is a DFT calculation (ωB97M-V with the def2-TZVPD basis set) of C7H9BiCl2NO4Yb as an isolated structure.

Properties
gap between HOMO and LUMO (alpha / beta): 0.1292 / 0.1290 hartree
expectation value of S²: 0.751
HOMO level (alpha / beta): -21.4 / -21.4 eV
LUMO level (alpha / beta): -17.86 / -17.86 eV

The geometry in ORCA input format:
```
! RIJCOSX wB97M-V def2-TZVPD def2/J DEFGRID3
* xyz 4 2
Bi -1.404 -0.279 -5.576
Yb 1.343 0.165 -1.419
Cl -1.041 -1.325 -3.165
Cl 0.510 2.328 -2.042
C 2.501 2.496 -0.310
C 0.636 -1.452 -5.852
C 0.238 1.671 -5.671
O 2.502 3.642 -0.184
O 1.342 -2.216 -5.338
O 1.126 2.390 -5.862
C -1.088 -0.708 3.700
N -0.328 -0.903 2.456
C 0.419 -2.160 2.287
C -0.289 0.000 1.485
C -1.071 1.270 1.543
O 0.452 -0.243 0.479
H -0.944 -1.596 4.327
H -2.173 -0.591 3.515
H -0.735 0.181 4.251
H 0.055 -2.726 1.419
H 1.491 -1.954 2.166
H 0.248 -2.749 3.201
H -0.376 2.114 1.474
H -1.730 1.306 0.670
H -1.684 1.337 2.446
*
```

---

The following is a DFT calculation (ωB97M-V with the def2-TZVPD basis set) of a 2-piece molecular cluster, C7H9BrFN overall.

Properties
gap between HOMO and LUMO (alpha / beta): 0.3046 / 0.3046 hartree
HOMO level (alpha / beta): -8.7 / -8.7 eV
LUMO level (alpha / beta): -0.44 / -0.44 eV

The geometry in ORCA input format:
```
! RIJCOSX wB97M-V def2-TZVPD def2/J DEFGRID3
* xyz 0 1
C 0.334 1.571 -1.042
C -1.317 -1.849 -1.253
C -0.986 -0.531 -1.086
C -0.704 1.097 2.001
C 1.609 -0.541 -1.059
C 0.280 0.159 1.488
C 0.346 0.189 -0.781
N 0.310 2.695 -1.024
F -2.024 0.290 -1.040
Br 2.057 0.572 2.030
H -2.276 -2.138 -1.477
H -0.425 -2.457 -1.313
H -0.562 2.207 2.225
H -1.153 0.719 2.965
H -1.565 1.114 1.394
H 1.448 -1.626 -1.028
H 2.003 -0.441 -2.068
H 2.440 -0.089 -0.378
H 0.187 -0.942 1.446
*
```

---

The following is a DFT calculation (ωB97M-V with the def2-TZVPD basis set) of one molecule with the formula C7H9Cl.

Properties
gap between HOMO and LUMO: 0.3638 hartree
HOMO level: -8.9 eV
SMILES string: ClC1=C[C@H]2C[C@@H](C1)C2
LUMO level: 1.02 eV

The geometry in ORCA input format:
```
! RIJCOSX wB97M-V def2-TZVPD def2/J DEFGRID3
* xyz 0 1
C -1.584 0.151 -0.011
C -0.914 1.321 -0.048
C 0.567 1.180 -0.117
C 0.979 0.209 1.051
C 0.630 -0.992 0.144
C 0.988 -0.039 -1.072
C -0.877 -1.193 0.012
H -1.430 2.273 0.037
H 1.175 2.100 -0.251
H 0.461 0.314 1.993
H 2.059 0.234 1.335
H 1.303 -1.862 0.203
H 2.067 -0.015 -1.273
H 0.357 -0.187 -1.958
H -1.270 -1.790 0.838
H -1.150 -1.770 -0.890
Cl -3.362 0.069 0.007
*
```

---

The following is a DFT calculation (ωB97M-V with the def2-TZVPD basis set) of one molecule with the formula C7H9Cl.

Properties
gap between HOMO and LUMO (alpha / beta): 0.2377 / 0.2848 hartree
expectation value of S²: 2.021
HOMO level (alpha / beta): -5.6 / -10.4 eV
LUMO level (alpha / beta): 0.89 / -2.60 eV

The geometry in ORCA input format:
```
! RIJCOSX wB97M-V def2-TZVPD def2/J DEFGRID3
* xyz 0 3
C -4.588 0.563 -0.243
C -3.366 0.621 -0.234
C -1.961 0.919 -0.085
C -1.037 0.013 0.204
C 0.846 -0.156 -1.368
C 1.200 -0.849 1.106
C 0.472 0.153 0.101
Cl -1.521 -1.709 0.223
H -5.516 0.336 -0.502
H -1.832 1.947 -0.110
H 0.861 -1.264 -1.562
H 1.887 -0.021 -1.287
H 0.498 0.579 -2.105
H 1.055 -1.786 0.607
H 0.786 -0.592 2.063
H 2.351 -0.867 1.114
H 0.727 1.230 0.146
*
```